(1)
DFT (the ωB97M-V functional and the def2-TZVPD basis) results for a molecular structure, C16H14BBeF4N2O2.

## Properties
* F_max: 0.5 eV/A
* Kohn-Sham gap: 7.80 eV
* net charge: -1

Each line ends with the Mulliken charge.
Geometry (Å):
Be1 0.035 -0.059 0.114  -0.35
O1 0.207 -1.515 -0.400  -0.40
C1 0.552 -2.681 0.023  0.22
C2 0.888 -3.694 -0.908  -0.61
C3 1.256 -4.951 -0.493  -0.33
C4 1.289 -5.291 0.869  -0.68
C5 0.939 -4.334 1.792  -0.57
C6 0.586 -3.036 1.403  0.66
C7 0.119 -2.083 2.385  -0.19
N1 -0.033 -0.850 2.117  0.07
C8 -0.768 0.025 2.993  -0.74
C9 -1.805 0.696 2.081  -0.83
N2 -1.068 1.097 0.904  0.38
C10 -1.080 2.317 0.509  -0.15
C11 -0.166 2.849 -0.456  0.90
C12 -0.346 4.152 -0.947  -0.65
C13 0.566 4.724 -1.794  -0.70
C14 1.705 3.983 -2.155  -0.39
C15 1.915 2.715 -1.678  -0.51
C16 0.977 2.093 -0.824  0.58
O2 1.195 0.887 -0.384  -0.57
H1 0.845 -3.431 -1.958  0.45
H2 1.515 -5.698 -1.234  0.36
H3 1.573 -6.288 1.182  0.37
H4 0.932 -4.577 2.852  0.32
H5 -0.171 -2.481 3.368  0.24
H6 -0.101 0.796 3.390  0.28
H7 -1.250 -0.497 3.829  0.44
H8 -2.281 1.545 2.579  0.45
H9 -2.570 -0.036 1.807  0.28
H10 -1.780 3.018 0.974  0.27
H11 -1.238 4.697 -0.653  0.32
H12 0.410 5.719 -2.189  0.37
H13 2.429 4.420 -2.835  0.35
H14 2.778 2.134 -1.976  0.39
F1 -2.307 -0.256 -3.599  -0.38
B1 -1.609 0.730 -2.882  0.35
F2 -1.420 0.264 -1.532  -0.16
F3 -2.365 1.920 -2.820  -0.41
F4 -0.354 0.975 -3.455  -0.41

(2)
DFT (the ωB97M-V functional and the def2-TZVPD basis) results for 2 unconnected molecules or ions with the total composition C5H8N2O4 in a non-equilibrium geometry.

## Properties
* F_max: 5.3 eV/A
* Kohn-Sham gap: 10.04 eV
* net charge: 0

Each line ends with the Mulliken charge.
Geometry (Å):
C1 -0.330 1.858 -0.510  -0.86
C2 -1.383 0.804 -0.187  -0.88
C3 -0.069 0.432 -0.750  0.53
C4 0.213 -2.011 0.721  -1.13
C5 0.994 -0.685 0.668  0.03
N1 -0.046 -0.110 -2.068  1.02
N2 0.904 0.299 1.746  0.99
O1 0.791 -0.948 -2.336  -0.59
O2 -0.827 0.379 -2.853  -0.59
O3 0.138 0.178 2.656  -0.59
O4 1.544 1.259 1.532  -0.60
H1 -0.475 2.443 -1.310  0.41
H2 0.232 2.392 0.332  0.15
H3 -1.534 0.608 0.800  0.28
H4 -2.185 0.791 -0.767  0.39
H5 -0.617 -1.956 1.457  0.30
H6 0.776 -2.842 1.071  0.40
H7 -0.144 -2.322 -0.256  0.35
H8 2.019 -0.571 0.053  0.39

Which of these has the highest net charge?
C5H8N2O4